No. 1
ORCA calculation (ωB97M-V/def2-TZVPD) on a molecular structure, C50H55AsN11O3Sr.

Summary:
energy above the lowest of the compared OMol25 structures with the same formula, charge and spin	51.9	kJ/mol
E_tot	-136947.99164	eV
LUMO	-2.845	eV
Kohn-Sham gap	7.04	eV
total charge	+1

```
121
Properties=species:S:1:pos:R:3:forces:R:3
H -3.8879 0.2744 -2.7437 0.0 0.0 0.0
H -1.2190 5.3145 4.5660 0.0 0.0 0.0
H -2.0774 2.1849 -5.9616 0.0 0.0 0.0
C 4.1777 4.2250 -1.0152 0.0 0.0 0.0
H 2.4861 -5.3978 -2.0434 0.0 0.0 0.0
C -3.6279 4.3756 -0.7294 0.0 0.0 0.0
C -3.0336 0.8818 -3.0594 -0.1 -0.1 0.0
N 1.7953 -4.7328 -1.7254 -0.1 0.0 0.0
N -1.1988 -0.9035 3.0125 -0.2 0.4 0.0
C 3.8619 -4.3203 0.4596 0.0 -0.1 0.0
H -1.5781 1.2291 1.9724 0.0 0.3 -0.1
H -1.4543 -6.6174 -2.2861 0.0 0.0 0.0
H -2.6157 -1.7039 -3.2170 0.0 0.0 0.0
C 3.7147 -0.7181 0.9285 0.1 0.1 -0.2
C -3.0874 -5.4126 -1.7114 0.0 0.0 0.0
C -2.0039 1.9726 -4.8935 0.0 0.0 0.0
C -3.1051 -0.1036 -5.2156 0.0 0.0 0.0
H 4.6329 -3.3798 2.7944 0.0 0.0 0.0
C 3.3931 -1.0474 7.0538 0.0 0.0 0.0
H 4.4048 -4.1697 -1.5987 0.0 0.0 0.0
C -1.7717 -1.0807 -3.5202 -0.1 0.0 0.0
C -1.2408 4.1031 -0.6491 0.0 0.0 -0.1
C -3.0483 -1.9391 -0.2776 0.1 0.0 -0.1
C 3.5797 -3.1949 2.6037 0.1 -0.2 -0.1
N 2.5536 -0.6134 0.8394 0.2 0.2 -0.1
C -1.0833 -3.4687 -0.8961 -0.1 -0.2 0.1
C 3.7980 -3.6018 -0.8851 0.0 0.0 0.0
C 2.7534 -1.4398 5.7501 -0.1 0.0 0.0
C 0.5631 -5.2032 -1.7890 0.0 0.0 0.1
N -1.8617 -0.8378 -4.9585 0.0 0.0 0.0
C -0.6743 1.0012 -3.1942 0.1 0.0 0.0
C 2.9984 3.5744 -0.6801 0.0 0.0 0.0
H 2.9058 -1.5368 7.8990 0.0 0.0 0.0
C 1.4461 -2.1553 3.2629 0.1 0.0 0.2
As 0.3207 3.3655 0.1715 0.4 0.2 -0.1
H 1.0041 6.3031 -0.2360 0.0 0.0 0.0
C -0.7373 0.0191 -5.3509 0.0 0.0 0.0
H -4.8570 -5.9550 -2.8122 0.0 0.0 0.0
H 3.1020 7.4374 -0.8529 0.0 0.0 0.0
C -2.2652 5.1240 -2.5683 0.1 0.0 0.0
H -4.1376 -1.8194 -0.3612 0.0 0.0 0.0
C -2.4923 3.9439 -0.0599 0.0 0.0 0.0
H 3.3331 0.0298 7.2192 0.0 0.0 0.0
C 1.8894 5.7178 -0.4581 0.0 0.0 0.0
H -2.1773 5.5848 -3.5434 0.0 0.0 0.0
C 2.8135 -2.4971 3.5555 -0.1 0.1 0.1
C 4.2094 5.6106 -1.0790 0.0 0.0 0.0
H -3.1834 0.0978 -6.2851 0.0 0.0 0.0
H 1.4368 1.7771 2.3433 0.0 0.0 0.0
H 1.7456 -2.9122 -0.7043 0.0 0.0 0.0
H 0.5672 -6.2201 -2.1700 0.0 0.0 0.0
H -3.7258 -7.2816 -2.5579 0.0 0.0 0.0
C -0.5668 4.5075 2.6913 0.0 -0.1 0.1
H 5.1305 6.1149 -1.3393 0.0 0.0 0.0
C 2.3841 -3.4205 -1.4145 0.0 0.0 0.0
N 3.0901 -3.6451 1.4851 0.0 0.0 0.0
O 0.8923 -2.4703 2.1702 -0.1 -0.1 0.0
H 4.4458 -1.3255 7.0701 0.0 0.0 0.0
C 0.8330 2.5390 2.8290 0.0 0.0 0.0
C -0.6485 4.5359 4.0773 0.0 0.0 0.0
C -4.1577 -6.3938 -2.0987 0.0 0.0 0.0
H -4.6018 4.2566 -0.2730 0.0 0.0 0.0
C 0.1686 3.5022 2.0727 -0.1 0.0 0.0
H -2.8563 0.0654 3.9397 0.1 -0.1 0.1
H 0.1979 -0.5071 -5.1479 0.0 0.0 0.0
H -4.4820 -3.9124 -1.0577 0.0 0.0 0.0
H -2.0213 2.9164 -4.3442 0.0 0.0 0.0
O -0.2095 -2.6801 -0.4814 -0.1 0.3 -0.1
H 2.3930 -2.8196 -2.3266 0.0 0.0 0.0
C -3.5125 4.9639 -1.9822 0.0 0.0 0.0
C -2.5625 0.7580 1.9218 -0.2 -0.1 -0.2
C -2.5409 -0.3469 2.9736 -0.2 0.0 0.1
C -0.7320 -4.7395 -1.5029 0.0 0.0 -0.1
C 3.4273 -2.1145 4.7671 0.0 0.0 0.0
C -2.5143 -3.2114 -0.7698 0.0 0.1 0.0
H -3.2484 -1.1319 2.6932 0.0 0.0 0.1
H -2.4782 1.0139 -0.2085 -0.1 0.1 -0.2
H 5.0703 3.6467 -1.2140 0.0 0.0 0.0
C -3.4276 -4.1540 -1.1681 0.0 0.0 0.0
H 2.0919 -3.3980 1.3602 0.0 0.0 0.0
N -2.3346 -0.9941 0.1622 -0.2 0.3 0.0
C -0.0004 3.5683 4.8331 0.0 0.0 0.0
H 4.8967 -4.3742 0.7971 0.0 0.0 0.0
H 3.4894 -5.3448 0.3666 0.0 0.0 0.0
H 4.4710 -2.3752 4.9143 0.0 0.0 0.0
C 1.4076 -1.1252 5.4859 0.0 0.0 0.0
H -0.1516 4.8069 -2.3697 0.0 0.0 0.0
H -4.7339 -6.7141 -1.2290 0.0 0.0 0.0
H -3.2671 1.5459 2.1929 0.0 0.0 0.0
H -1.1321 -0.6619 5.0534 0.0 0.0 0.0
Sr 0.0358 -0.4196 0.6362 0.9 -1.1 0.2
H -0.6928 1.9387 -2.6395 0.0 0.0 0.0
C -2.9100 0.2945 0.4880 -0.4 0.0 0.3
H 0.8428 -0.6002 6.2535 0.0 0.0 0.0
H -2.5832 3.4891 0.9199 0.0 0.0 0.0
O 0.5400 1.7671 -0.2069 -0.3 -0.1 0.0
N -3.1611 1.1685 -4.4871 0.0 0.0 0.0
C 5.8226 0.0234 0.7537 -0.1 -0.1 0.0
C -1.7592 -5.6661 -1.8616 0.0 0.0 0.0
H -0.7996 0.2180 -6.4220 0.0 0.0 0.0
H -3.9999 0.3096 0.3538 0.0 -0.1 0.0
H 4.2647 -2.6210 -0.7888 0.0 0.0 0.0
C -1.1242 4.6915 -1.9061 0.0 0.0 0.0
N 4.9770 -0.9749 1.0147 -0.1 0.1 0.1
H -4.3992 5.3007 -2.5028 0.0 0.0 0.0
H 1.2655 1.8287 4.7998 0.0 0.0 0.0
C 1.8624 4.3275 -0.4052 0.0 0.0 0.0
H 0.2665 0.4906 -2.9713 0.0 0.0 0.0
N 6.6000 0.8514 0.5363 0.0 0.0 0.0
C -0.6133 -0.9768 4.1381 0.0 0.0 -0.1
H -1.0751 5.2633 2.1048 0.0 0.0 0.0
C 0.7626 -1.4253 4.3060 0.0 0.0 -0.1
H -3.9521 -0.7242 -4.9151 0.0 0.0 0.0
H -3.0500 1.8258 -2.5053 0.0 0.0 0.0
N -0.7353 1.2916 -4.6261 0.0 0.0 0.0
C 0.7445 2.5740 4.2126 0.0 0.0 0.0
H -0.0686 3.5971 5.9128 0.0 0.0 0.0
N -1.7940 0.1616 -2.7373 0.2 0.2 0.0
C 3.0698 6.3571 -0.8041 0.0 0.0 0.0
H -0.8470 -1.6200 -3.2991 0.0 0.0 0.0
H 2.9591 2.4931 -0.6238 0.0 0.0 0.0
```
Forces are in eV/Å.

=====

No. 2
ORCA calculation (ωB97M-V/def2-TZVPD) on a molecular structure, C50H56BrLuN6.

Summary:
E_tot	-165364.36903	eV
LUMO (spin up / spin down)	-1.221 / -1.220	eV
Kohn-Sham gap (spin up / spin down)	4.79 / 4.79	eV
total charge	0

```
114
Properties=species:S:1:pos:R:3:forces:R:3
C -1.9074 -0.8830 3.7933 -0.7 1.1 -1.2
Lu -0.2752 0.3926 -0.2698 1.4 1.1 0.8
N 1.5990 -0.2430 0.8890 2.1 -1.9 0.7
C 0.0966 6.0646 1.2358 -0.6 0.3 -0.1
H -0.7097 -5.1458 1.7003 0.8 -0.6 0.3
H 3.8888 -3.7408 -1.7301 0.0 -0.2 -0.2
C -3.9927 -2.0539 4.1716 0.0 -0.5 1.2
H -0.8078 -0.1481 -4.7392 1.1 -0.3 0.5
H -0.4204 -2.6143 1.5895 -0.9 0.0 -1.2
C 2.0711 -2.3670 -0.3325 0.1 -0.6 0.7
N -5.1466 -3.7710 5.7596 0.8 1.6 -0.8
C 0.3310 -1.0620 -3.1320 1.4 1.3 1.0
C -1.2302 3.5138 -3.3089 0.2 0.1 -0.8
H -1.1967 5.8645 3.0828 0.2 0.5 -1.4
C 3.3669 -4.3075 2.4288 0.1 -0.6 -0.7
H 1.5865 -4.9596 -1.6678 0.5 0.2 -0.7
N 0.9359 -0.8869 -1.8478 -1.9 -0.7 -1.3
H -3.5036 4.6805 -1.9126 0.0 0.0 -0.9
C -0.4210 1.3979 -3.4098 -0.2 -0.6 1.3
N 0.5418 2.4233 0.6539 0.2 0.6 -0.4
H -0.9554 1.2230 2.2670 -0.4 -0.1 0.2
C -2.9048 -3.9186 -0.3904 0.0 1.2 0.6
H 2.8799 -1.9796 5.3102 0.1 -1.1 0.3
H 3.7966 3.2771 3.5004 -0.3 0.0 -0.2
C -3.9639 -0.4381 2.4227 0.8 -1.2 0.5
H 1.6699 -5.0046 -3.4969 0.0 0.5 1.1
H -0.0422 6.3092 0.1583 0.1 0.5 0.9
H -2.4539 1.3125 1.1831 -0.1 0.4 0.3
H 2.7164 -4.7055 1.6334 0.0 0.4 0.2
H -1.4155 -4.1370 -4.5285 0.0 1.0 -0.6
H 4.0949 4.9323 3.8620 -0.1 0.3 0.0
H 2.0929 -0.4717 5.5065 -0.5 0.2 0.3
C 1.2541 3.9237 2.1957 -1.0 3.0 -0.7
C -0.0755 2.0527 -6.5615 0.6 -0.6 1.4
H 4.1390 -5.0727 2.5082 0.1 0.0 0.3
C -1.2443 -3.2269 -5.1762 0.1 -1.4 0.5
Br -3.1869 0.1281 -1.3553 0.6 -0.8 -0.2
H -1.4326 5.6601 -3.0787 -0.4 -0.5 -0.1
C -4.6525 -2.9351 5.1064 -0.8 -1.7 0.0
H 0.4743 1.1267 -6.2112 -0.8 0.9 -0.5
C -1.3159 2.3690 -5.6733 -0.3 -0.5 -0.8
H -0.9117 -0.5434 4.0977 -0.2 -0.4 -0.3
C 1.9529 -4.4159 -2.5728 0.2 -0.1 -1.1
H 4.4874 -3.0889 1.0466 0.3 -0.2 0.4
H 3.9422 -5.2559 -2.6439 0.5 -1.0 0.2
H -2.1103 -2.4445 5.2237 -0.5 0.5 0.1
H -1.5203 -3.5128 -6.1903 0.2 -0.1 -0.1
C 0.5440 4.6703 1.2414 0.7 -2.4 0.7
H 2.1177 1.7386 3.6595 -0.2 -0.1 -1.6
H -2.1658 -4.9171 2.7116 0.4 0.7 -1.1
H -1.0455 4.9697 -1.0439 0.9 -0.6 -0.1
H -5.7906 -1.4876 3.0217 1.0 -0.2 0.0
H -3.4637 -4.8341 -0.5711 0.1 0.2 0.0
H 2.7897 -4.2974 3.3463 0.0 0.3 0.2
C 0.6377 -2.4007 -3.6539 -0.4 0.0 1.2
H 0.8401 6.7140 1.7046 -0.1 0.2 -0.3
C 1.4286 -2.1072 -1.5305 0.1 0.9 -0.2
H -4.0153 -2.6592 -1.8442 0.0 -0.3 0.4
H 1.7942 5.6705 3.3340 0.2 -0.8 -0.3
C -3.2487 -2.7296 -1.0712 -0.1 -1.3 -0.3
H -1.6738 7.1493 1.9090 -0.2 0.9 0.1
H -2.0240 4.9683 -4.5861 0.1 0.2 -0.1
C -1.2214 -2.7130 0.7952 1.3 1.8 -0.2
H 0.8941 -3.7605 -5.2339 -0.8 1.0 -0.3
C -2.5576 -0.1855 2.6830 -0.4 -0.3 0.6
C -1.2657 6.1665 1.9821 1.3 -0.3 1.5
H -1.8126 3.2810 -6.0894 0.3 -0.7 0.5
C 4.0280 -2.9863 2.0397 -0.5 1.0 0.1
C -0.2254 0.0314 -3.8026 -1.4 0.4 -1.0
C -2.5108 -1.6122 -0.7960 0.7 0.2 0.8
C 1.8054 1.5338 2.5893 0.9 -0.8 0.8
C 3.5190 -4.2850 -2.6044 -1.0 0.6 0.3
C 1.2341 2.5668 1.8551 -1.3 -0.3 -1.9
H 4.6521 -0.8585 3.9441 0.0 0.0 0.2
H 0.6744 2.8322 -6.5065 0.1 0.4 0.2
H -1.9791 5.5019 1.5726 -0.7 -0.8 -0.7
C 2.9633 -0.7215 2.7720 -0.8 0.1 -1.5
C -2.6210 -1.8062 4.4943 -0.4 -0.5 -0.6
H -0.3372 1.9814 -7.5971 -0.3 -0.3 -0.6
H 2.4322 -3.3915 -0.2708 0.2 0.3 0.4
H 1.6417 4.1801 4.3053 0.4 0.6 -1.4
C -1.7666 -5.0173 1.6613 -1.5 -0.2 -0.3
H -4.4324 0.0861 1.6127 -0.2 0.3 -0.2
C -1.9734 4.7921 -3.5119 0.1 0.2 -0.6
H -3.9043 3.7655 -3.4213 0.4 0.4 0.3
H 4.7858 -2.6812 2.7939 -0.2 -0.5 -0.6
C 2.0045 4.5780 3.2777 0.0 -0.5 2.9
H 3.8458 4.4531 2.1534 0.0 -0.1 0.6
C -0.4969 4.0042 -0.9746 -0.8 -0.2 0.5
C -3.4243 4.6872 -3.0288 -0.5 0.1 0.5
H -2.2886 -5.9534 1.3136 0.8 0.9 0.0
C 2.1202 0.2709 2.0690 -1.3 -0.6 0.5
C 3.5157 4.2896 3.2013 0.2 0.4 -0.6
C -4.6903 -1.3871 3.1429 0.7 0.9 0.5
C 0.2421 -2.8524 -5.0555 1.0 -0.3 0.8
H -4.0157 5.5334 -3.4218 0.2 -0.3 0.3
C 2.2485 -1.5242 0.7660 -1.2 1.7 -0.5
C 3.0567 -0.9368 5.3839 0.1 1.2 -0.7
H 3.9017 -3.7653 -3.4855 -0.4 0.1 0.0
C 0.1430 3.7160 0.2446 0.3 -1.7 0.4
N -1.4183 -1.6305 -0.0261 -1.0 -0.4 0.7
C -0.6643 3.1417 -2.0623 0.4 -1.8 1.1
C -1.8625 0.7385 1.8936 1.0 0.2 -0.9
H -2.0311 1.5067 -5.8140 0.4 0.9 0.1
H 3.8515 0.6570 4.1231 -0.3 -0.5 0.0
C -1.9584 -3.8472 0.6680 -1.8 -1.9 0.2
H 0.5400 -2.0269 -5.7364 -0.2 -0.7 0.1
C 1.3009 -3.0579 -2.6157 -0.5 0.4 -1.3
H -1.9639 -2.4656 -4.8916 0.2 0.3 0.3
C 3.0951 -1.7963 1.9033 -0.3 0.6 1.1
N -0.2587 1.7800 -2.0931 -0.1 1.9 -1.3
C 3.6460 -0.4304 4.0602 1.6 0.3 0.0
C -1.0104 2.4957 -4.2095 0.2 -1.0 0.9
H 3.7036 -0.6432 6.2237 -0.2 -0.4 -0.3
```
Forces are in eV/Å.

=====

no.,F_max (eV Å⁻¹)
1,1.4
2,3.3